The following is a DFT calculation (wB97M-V/def2-TZVPD) of C23H34NO4PtSi as an isolated structure.

Last column: Löwdin charge in e.
CARTESIAN COORDINATES (ANGSTROEM)
Pt (-0.2708, -0.6623, 0.5045)  0.992
C (3.6525, -1.7883, 1.8440)  -0.019
C (2.9770, -0.4313, 1.6628)  -0.513
C (4.0366, 0.6640, 1.7947)  -0.015
O (2.3752, -0.3139, 0.3719)  -0.068
C (1.9132, -0.2555, 2.8212)  -0.659
O (2.3638, -0.2313, 3.9620)  0.007
O (0.7031, -0.1344, 2.5079)  -0.126
H (4.4453, -1.9228, 1.1028)  0.088
H (2.9267, -2.5917, 1.7528)  0.069
H (4.0788, -1.8204, 2.8434)  0.091
H (4.8935, 0.4434, 1.1590)  0.082
H (4.3571, 0.7221, 2.8314)  0.086
H (3.6185, 1.6192, 1.4996)  0.051
H (2.3331, -1.1892, -0.0305)  0.049
C (-4.7046, -0.8804, 1.9110)  -0.175
Si (-3.7870, -1.0168, 0.2251)  0.452
C (-3.5745, -2.9098, 0.0780)  -0.199
C (-5.0229, -0.7240, -1.2311)  -0.179
N (-2.4287, 0.0412, 0.0955)  -0.157
C (-2.5694, 1.3891, 0.1797)  -0.322
C (-3.7948, 2.0374, 0.4263)  -0.064
C (-3.9265, 3.4074, 0.5103)  -0.118
C (-2.8191, 4.2234, 0.3754)  -0.122
C (-1.5871, 3.6374, 0.1277)  -0.029
C (-1.4620, 2.2643, 0.0049)  -0.191
O (-0.2539, 1.6734, -0.3251)  -0.081
C (0.8023, 2.5466, -0.3278)  -0.299
C (1.4644, 2.8402, 0.8553)  -0.010
C (2.4499, 3.8095, 0.8550)  -0.086
C (2.7386, 4.5105, -0.3058)  -0.099
C (2.0747, 4.2104, -1.4843)  -0.089
C (1.1182, 3.2138, -1.5061)  -0.008
H (-5.1859, -1.8149, 2.1798)  0.011
H (-5.4646, -0.1062, 1.9222)  0.008
H (-3.9945, -0.6452, 2.6963)  0.026
H (-4.5534, -3.3752, 0.1620)  0.023
H (-2.9568, -3.3215, 0.8643)  0.012
H (-3.1639, -3.2027, -0.8798)  0.013
H (-5.8155, -1.4657, -1.2190)  0.012
H (-4.5087, -0.8200, -2.1814)  0.018
H (-5.4891, 0.2545, -1.2240)  0.005
H (-4.6721, 1.4290, 0.5457)  0.060
H (-4.9016, 3.8399, 0.6941)  0.093
H (-2.8984, 5.2963, 0.4515)  0.086
H (-0.7228, 4.2796, 0.0275)  0.110
H (1.1735, 2.3106, 1.7510)  0.129
H (2.9802, 4.0379, 1.7692)  0.108
H (3.4783, 5.2991, -0.2881)  0.094
H (2.2817, 4.7754, -2.3825)  0.097
H (0.5703, 2.9709, -2.4055)  0.126
C (1.2228, -4.7706, 0.6227)  -0.098
C (0.9440, -3.5802, -0.3013)  -0.500
C (0.7050, -4.0834, -1.7283)  -0.095
C (-0.2659, -2.7717, 0.1992)  -0.255
H (2.1197, -5.3065, 0.3163)  0.071
H (0.3849, -5.4645, 0.5940)  0.077
H (1.3463, -4.4348, 1.6491)  0.068
H (1.8622, -2.9744, -0.3290)  0.091
H (-0.1433, -4.7689, -1.7479)  0.076
H (1.5793, -4.6114, -2.1097)  0.069
H (0.4807, -3.2469, -2.3863)  0.075
H (-0.5473, -3.1411, 1.1927)  0.043
H (-1.0995, -2.9753, -0.4744)  0.008

**Net charge**: -1
**Spin multiplicity**: 1
**Orbital gap (spin up / spin down)**: 6.759 / 6.773 eV

The following is a DFT calculation (wB97M-V/def2-TZVPD) of C37H54AlF18O5PS as an isolated structure.

Last column: Löwdin charge in e.
CARTESIAN COORDINATES (ANGSTROEM)
C (4.5680, 2.6730, 1.3283)  -0.048
C (4.9166, 2.6205, -0.1253)  -0.285
C (4.7992, 3.7229, -0.9277)  -0.063
C (5.1016, 3.6561, -2.2624)  -0.030
C (5.5390, 2.4912, -2.8419)  -0.140
C (5.8235, 2.4724, -4.3168)  -0.348
C (4.6371, 1.9196, -5.1231)  -0.036
C (7.1127, 1.7793, -4.7244)  -0.053
C (5.6516, 1.3809, -2.0308)  -0.231
O (6.0368, 0.2025, -2.5935)  -0.036
C (7.2373, -0.3246, -2.0424)  -0.115
C (7.6164, -1.6986, -2.5235)  -0.347
O (8.0572, -1.6855, -3.8441)  -0.190
Al (8.4925, -3.4091, -4.2000)  0.285
O (7.5004, -4.0139, -2.7504)  -0.153
C (6.8268, -3.0242, -2.1789)  -0.416
C (5.3011, -3.1979, -2.4325)  -0.370
F (4.5977, -2.4192, -1.5801)  0.124
F (4.9846, -4.4643, -2.1275)  0.138
C (4.7832, -3.0599, -3.8937)  -0.365
F (5.3748, -4.0341, -4.5786)  0.141
F (5.0971, -1.9141, -4.4711)  0.188
C (3.2503, -3.3391, -4.1643)  -0.342
F (3.1268, -3.2146, -5.4858)  0.169
F (2.9621, -4.6002, -3.8729)  0.174
C (2.1466, -2.4205, -3.5404)  -0.354
F (1.2789, -2.0877, -4.5243)  0.144
F (2.6262, -1.2921, -3.0802)  0.194
C (1.2686, -3.1277, -2.4902)  -0.382
F (2.0641, -3.7256, -1.6023)  0.183
F (0.5282, -4.0654, -3.0608)  0.187
C (0.3388, -2.2296, -1.6348)  -0.359
F (-0.2138, -3.0826, -0.7559)  0.156
F (1.0343, -1.3553, -0.9351)  0.192
C (-0.8529, -1.4997, -2.3320)  -0.355
F (-1.8862, -1.5480, -1.4735)  0.130
F (-1.2274, -2.0912, -3.4529)  0.193
C (-0.6696, 0.0135, -2.5986)  -0.609
F (0.3634, 0.2657, -3.3482)  0.229
F (-1.7681, 0.4195, -3.2333)  0.183
F (-0.6011, 0.6669, -1.4690)  0.204
S (7.1575, -3.3351, -0.3423)  0.699
O (8.5520, -3.2872, -0.1256)  -0.233
O (6.4304, -4.4627, 0.1121)  -0.240
F (6.5168, -2.0960, 0.3904)  -0.162
C (5.3405, 1.4464, -0.6978)  0.035
H (5.3130, 2.1541, 1.9126)  0.077
H (3.6218, 2.1805, 1.5081)  0.074
H (4.4996, 3.7000, 1.6501)  0.068
H (4.4485, 4.6462, -0.4999)  0.104
H (5.0038, 4.5206, -2.8870)  0.110
H (5.9319, 3.5060, -4.6141)  0.116
H (3.7698, 1.7475, -4.5061)  0.072
H (4.3465, 2.6398, -5.8764)  0.068
H (4.9123, 1.0264, -5.6560)  0.070
H (7.4306, 2.1090, -5.7044)  0.081
H (6.9878, 0.7106, -4.7689)  0.066
H (7.9119, 1.9746, -4.0240)  0.081
H (7.2020, -0.2485, -0.9647)  0.109
H (8.0432, 0.3160, -2.3746)  0.133
H (8.5264, -1.8528, -1.9332)  0.130
H (7.7914, -4.0237, -5.4946)  -0.074
H (10.0435, -3.7610, -4.0712)  -0.087
H (5.4318, 0.5353, -0.1382)  0.123
C (-1.8263, -0.7795, 1.6944)  -0.085
C (-3.1620, -1.4729, 1.9321)  -0.235
C (-4.2792, -0.8889, 1.0672)  -0.217
C (-4.7963, 0.4869, 1.5138)  -0.258
P (-5.9606, 0.5337, 2.8829)  1.018
C (-7.2652, -0.6659, 2.5109)  -0.272
C (-7.9586, -0.6488, 1.1394)  -0.223
C (-8.9754, 0.4626, 0.8599)  -0.258
C (-10.0260, 0.6602, 1.9486)  -0.098
C (-6.7465, 2.1530, 2.9171)  -0.261
C (-5.9404, 3.4447, 3.1401)  -0.210
C (-5.4554, 3.7384, 4.5618)  -0.248
C (-6.4941, 3.5122, 5.6554)  -0.102
C (-5.3814, -0.0793, 4.4799)  -0.254
C (-4.3087, 0.5843, 5.3617)  -0.213
C (-2.9926, 1.0176, 4.6908)  -0.253
C (-1.8202, 0.0980, 5.0300)  -0.099
H (-1.8794, 0.2963, 1.8820)  0.070
H (-1.0528, -1.1903, 2.3420)  0.085
H (-1.5054, -0.9212, 0.6680)  0.049
H (-3.4200, -1.4295, 2.9945)  0.076
H (-3.0578, -2.5318, 1.6904)  0.120
H (-5.1102, -1.5975, 1.0171)  0.100
H (-3.9113, -0.7867, 0.0457)  0.114
H (-5.3503, 0.9316, 0.6783)  0.107
H (-3.9676, 1.1756, 1.6907)  0.088
H (-7.9953, -0.6208, 3.3227)  0.098
H (-6.7834, -1.6422, 2.6212)  0.100
H (-8.4784, -1.6043, 1.0475)  0.121
H (-7.2061, -0.6415, 0.3470)  0.103
H (-9.4843, 0.2095, -0.0712)  0.114
H (-8.4705, 1.4097, 0.6529)  0.088
H (-10.6540, -0.2257, 2.0524)  0.084
H (-10.6749, 1.4988, 1.7005)  0.079
H (-9.5848, 0.8752, 2.9235)  0.052
H (-7.6103, 2.1038, 3.5828)  0.093
H (-7.1655, 2.2453, 1.9119)  0.082
H (-6.5916, 4.2643, 2.8303)  0.119
H (-5.0864, 3.4650, 2.4584)  0.111
H (-5.1294, 4.7790, 4.5946)  0.117
H (-4.5594, 3.1513, 4.7682)  0.069
H (-7.3298, 4.2070, 5.5580)  0.084
H (-6.0481, 3.6652, 6.6375)  0.082
H (-6.8979, 2.4970, 5.6455)  0.056
H (-5.1066, -1.1243, 4.3090)  0.095
H (-6.2982, -0.1397, 5.0792)  0.104
H (-4.0844, -0.1242, 6.1605)  0.119
H (-4.7608, 1.4338, 5.8730)  0.081
H (-2.7345, 2.0216, 5.0315)  0.105
H (-3.1040, 1.0884, 3.6073)  0.068
H (-1.5817, 0.1626, 6.0916)  0.082
H (-0.9287, 0.3822, 4.4725)  0.078
H (-2.0443, -0.9451, 4.7980)  0.072

**Spin multiplicity**: 1
**Orbital gap**: 5.769 eV

Let's list strongest force on any atom in order: 0.03769; 0.02895 Eh/bohr.
Let's list ΔE to the lowest compared entry with this formula, charge and spin in order: 2.894; 0.000 eV.